Molecular formula: C6H12O
Method: DFT, ωB97M-V with the def2-TZVPD basis set

Structure (XYZ):
```
19
Properties=species:S:1:pos:R:3:nbo_charge:R:1
C -0.85 -0.32 -2.01 -0.6546
C -0.65 0.47 -0.75 0.1537
O -2.41 0.85 -0.30 -0.8717
C -0.43 -0.17 0.50 -0.4348
C 0.32 -1.41 0.81 -0.4144
C 0.72 -0.08 1.43 -0.2125
C 2.02 0.56 1.01 -0.6096
H 0.15 -0.58 -2.40 0.2257
H -1.39 0.25 -2.78 0.2253
H -1.38 -1.24 -1.80 0.2319
H -0.32 1.50 -0.88 0.1971
H -2.48 1.77 -0.01 0.4754
H -1.85 0.26 0.54 0.4688
H 1.01 -1.81 0.07 0.1943
H -0.13 -2.17 1.44 0.2102
H 0.49 0.03 2.49 0.2038
H 2.24 0.34 -0.04 0.1981
H 2.86 0.20 1.62 0.2107
H 1.98 1.66 1.12 0.2026
```

* gap between HOMO and LUMO: 8.8 eV
* relative energy (zero: lowest compared OMol25 entry of this formula, charge and spin): 99.0 kcal/mol
* LUMO energy: 0.93 eV
* charge: 0
* HOMO: -7.890 eV

***

Molecular formula: C6H12O
Method: DFT, ωB97M-V with the def2-TZVPD basis set

Structure (XYZ):
```
19
Properties=species:S:1:pos:R:3:nbo_charge:R:1
C 1.68 0.03 -1.25 -0.6240
C 1.55 0.91 -0.01 -0.1035
O 1.23 2.28 -0.34 -0.5217
C -0.14 1.99 0.02 -0.2692
C 0.32 0.82 0.86 0.2106
C -1.35 -1.39 1.43 -0.6083
C -1.38 -1.33 -0.11 -0.5949
H 2.57 0.33 -1.80 0.2285
H 1.77 -1.03 -0.99 0.2246
H 0.82 0.15 -1.92 0.2118
H 2.48 0.86 0.57 0.2095
H -0.72 1.68 -0.87 0.2032
H -0.64 2.84 0.50 0.2104
H -0.32 -1.45 1.80 0.2194
H -1.87 -2.28 1.79 0.1964
H -1.83 -0.53 1.92 0.2132
H -0.91 -2.21 -0.58 0.2055
H -0.86 -0.46 -0.50 0.1819
H -2.40 -1.22 -0.49 0.2066
```

* gap between HOMO and LUMO: 8.3 eV
* relative energy (zero: lowest compared OMol25 entry of this formula, charge and spin): 127.9 kcal/mol
* LUMO energy: -0.29 eV
* charge: 0
* HOMO: -8.619 eV

***

Molecular formula: C6H12O
Method: DFT, ωB97M-V with the def2-TZVPD basis set

Structure (XYZ):
```
19
Properties=species:S:1:pos:R:3:nbo_charge:R:1
C 2.41 -0.16 -0.06 -0.6139
C 0.94 -0.11 0.31 0.1156
O 0.84 -0.38 1.70 -0.7151
C 0.33 1.24 -0.03 -0.4553
C -0.47 1.47 -1.25 -0.6118
C -1.14 1.50 0.09 0.2193
C -2.26 -1.42 0.25 -0.8654
H 2.54 0.01 -1.13 0.2130
H 2.83 -1.14 0.20 0.2221
H 2.96 0.60 0.50 0.2115
H 0.40 -0.88 -0.27 0.1614
H -0.06 -0.14 1.97 0.4782
H 0.89 2.08 0.39 0.2584
H -0.72 0.59 -1.85 0.2546
H -0.43 2.39 -1.82 0.2540
H -2.37 -0.33 0.39 0.2287
H -2.15 -1.65 -0.81 0.2097
H -3.16 -1.90 0.63 0.2227
H -1.39 -1.78 0.80 0.2123
```

* gap between HOMO and LUMO: 8.7 eV
* relative energy (zero: lowest compared OMol25 entry of this formula, charge and spin): 112.4 kcal/mol
* LUMO energy: -0.53 eV
* charge: 0
* HOMO: -9.231 eV

***

Molecular formula: C6H12O
Method: DFT, ωB97M-V with the def2-TZVPD basis set

Structure (XYZ):
```
19
Properties=species:S:1:pos:R:3:nbo_charge:R:1
C -0.72 1.91 -0.44 -0.6395
C -0.76 0.40 -0.56 0.0895
O -0.27 -0.08 -1.84 -0.6688
C 0.07 -1.64 -0.64 -0.0157
C 0.18 -0.47 0.31 -0.1846
C -0.22 -0.63 1.77 -0.6221
C 1.58 -0.13 -0.13 -0.7267
H -1.35 2.37 -1.21 0.2238
H -1.10 2.21 0.54 0.2169
H 0.30 2.29 -0.55 0.2204
H -1.79 0.04 -0.47 0.1805
H 0.92 -2.30 -0.78 0.2104
H -0.89 -2.03 -0.98 0.1919
H -1.28 -0.90 1.88 0.2023
H -0.05 0.32 2.30 0.2202
H 0.39 -1.39 2.27 0.2174
H 0.76 0.00 -1.65 0.4920
H 2.33 -0.87 0.15 0.1936
H 1.90 0.90 0.03 0.1986
```

* gap between HOMO and LUMO (alpha / beta): 7.4 / 7.0 eV
* relative energy (zero: lowest compared OMol25 entry of this formula, charge and spin): 123.6 kcal/mol
* LUMO energy (alpha / beta): -0.06 / -0.21 eV
* charge: 0
* HOMO (alpha / beta): -7.408 / -7.193 eV

***

Molecular formula: C6H12O
Method: DFT, ωB97M-V with the def2-TZVPD basis set

Structure (XYZ):
```
19
Properties=species:S:1:pos:R:3:nbo_charge:R:1
C -1.18 -0.10 1.98 -0.5958
C -1.59 0.47 0.60 -0.4738
C -0.90 -0.26 -0.48 -0.0256
C -0.03 0.32 -1.49 -0.4945
C 1.44 -0.20 -1.45 -0.3574
C 1.85 -0.18 0.07 -0.1006
O 1.54 0.92 0.72 -0.3806
H -1.41 -1.17 2.05 0.1981
H -0.11 0.07 2.11 0.2248
H -1.74 0.42 2.76 0.2079
H -2.68 0.35 0.48 0.2089
H -1.33 1.53 0.55 0.2131
H -1.16 -1.32 -0.60 0.1709
H -0.40 0.03 -2.49 0.2246
H 0.00 1.41 -1.38 0.2187
H 2.05 0.47 -2.07 0.2105
H 1.52 -1.22 -1.84 0.2093
H 1.21 -1.08 0.42 0.1933
H 2.93 -0.47 0.08 0.1481
```

* gap between HOMO and LUMO (alpha / beta): 10.5 / 5.8 eV
* relative energy (zero: lowest compared OMol25 entry of this formula, charge and spin): 100.4 kcal/mol
* LUMO energy (alpha / beta): 0.49 / -1.59 eV
* charge: 0
* HOMO (alpha / beta): -10.029 / -7.401 eV

***

Molecular formula: C6H12O
Method: DFT, ωB97M-V with the def2-TZVPD basis set

Structure (XYZ):
```
19
Properties=species:S:1:pos:R:3:nbo_charge:R:1
C 1.95 0.40 0.34 -0.6021
C 1.23 -0.95 0.19 -0.4534
C 0.04 -1.15 1.08 -0.1968
C -1.04 -1.87 0.76 -0.3781
O -1.93 -0.20 -1.62 -0.5213
C -1.18 0.74 -1.54 0.4416
C -1.25 1.77 -0.44 -0.7381
H 2.99 0.32 0.02 0.2130
H 1.48 1.19 -0.26 0.1963
H 1.94 0.73 1.38 0.2044
H 0.94 -1.12 -0.86 0.2093
H 0.10 -0.70 2.08 0.1902
H 1.95 -1.75 0.43 0.2167
H -1.85 -2.03 1.47 0.1991
H -1.15 -2.32 -0.22 0.2014
H -0.39 0.88 -2.31 0.1038
H -1.18 1.26 0.53 0.2536
H -0.45 2.51 -0.53 0.2154
H -2.22 2.28 -0.49 0.2452
```

* gap between HOMO and LUMO: 10.5 eV
* relative energy (zero: lowest compared OMol25 entry of this formula, charge and spin): 34.5 kcal/mol
* LUMO energy: 1.10 eV
* SMILES: C=CCC.CC=O
* charge: 0
* HOMO: -9.439 eV

***

Molecular formula: C6H12O
Method: DFT, ωB97M-V with the def2-TZVPD basis set

Structure (XYZ):
```
19
Properties=species:S:1:pos:R:3:nbo_charge:R:1
C -1.93 0.80 -0.19 -0.6360
C -1.14 -0.45 0.47 -0.2304
C -0.65 -1.39 -0.62 -0.0677
O 0.62 -0.91 -1.03 -0.5354
C 1.32 -0.42 0.11 0.0927
C 2.20 0.75 -0.31 -0.6111
C 0.20 0.04 1.06 -0.4582
H -2.92 0.47 -0.51 0.2107
H -1.42 1.19 -1.09 0.2132
H -2.10 1.68 0.45 0.2102
H -1.79 -0.91 1.22 0.2146
H -0.57 -2.43 -0.26 0.1666
H -1.31 -1.36 -1.49 0.1890
H 1.96 -1.23 0.51 0.1658
H 2.90 0.48 -1.11 0.2164
H 2.78 1.12 0.54 0.2087
H 1.56 1.56 -0.67 0.2059
H -0.11 1.04 0.79 0.2217
H 0.42 -0.03 2.13 0.2236
```

* gap between HOMO and LUMO: 10.8 eV
* relative energy (zero: lowest compared OMol25 entry of this formula, charge and spin): 25.0 kcal/mol
* LUMO energy: 1.11 eV
* SMILES: C[C@H]1CO[C@@H](C)C1
* charge: 0
* HOMO: -9.696 eV

***

Molecular formula: C6H12O
Method: DFT, ωB97M-V with the def2-TZVPD basis set

Structure (XYZ):
```
19
Properties=species:S:1:pos:R:3:nbo_charge:R:1
C 1.98 -0.88 -0.38 -0.6571
C 0.63 -0.66 0.20 0.2528
O 0.55 -0.33 1.54 -0.7005
C 0.04 1.86 -0.57 -0.3750
C -0.97 2.05 0.27 -0.4144
C -1.82 -1.04 0.19 -0.6668
C -0.50 -0.90 -0.45 -0.2720
H 2.61 0.02 -0.32 0.2017
H 1.89 -1.16 -1.43 0.2285
H 2.50 -1.69 0.15 0.2127
H 1.41 -0.02 1.85 0.4761
H 1.08 1.94 -0.26 0.1821
H -0.12 1.63 -1.62 0.1926
H -0.79 2.23 1.33 0.1951
H -2.01 2.01 -0.05 0.1909
H -2.71 -1.08 -0.45 0.2207
H -2.04 -0.65 1.19 0.2376
H -0.48 -1.28 -1.46 0.2150
H -1.27 -2.06 0.29 0.2800
```

* gap between HOMO and LUMO: 8.4 eV
* relative energy (zero: lowest compared OMol25 entry of this formula, charge and spin): 77.8 kcal/mol
* LUMO energy: 0.87 eV
* SMILES: C/C=C(/C)O.C=C
* charge: 0
* HOMO: -7.539 eV

***

Summary of total energy in Ha
-310.9016 -310.8555 -310.8802 -310.8623 -310.8993 -311.0043 -311.0194 -310.9353
(order as listed above)